DFT (wB97M-V/def2-TZVPD) results for a single C5H9N molecule.

Geometry as XYZ:
```
15
Properties=species:S:1:pos:R:3:forces:R:3:mulliken_charge:R:1
C -0.130887 1.921382 -0.350442 0.643 -0.112 -0.400 -0.835
C -0.759169 0.807759 0.002445 -1.838 0.646 -2.563 -0.129
C -0.521945 -0.598282 -0.426640 1.755 0.424 1.918 0.179
N -1.417249 -1.450915 -1.125968 -0.883 0.375 0.934 -0.657
C 0.331675 -0.999138 0.576447 0.041 -1.272 -0.746 -0.233
C 1.689056 -0.410593 0.822830 -0.947 1.188 0.894 -0.977
H 0.532923 1.830361 -1.201799 0.622 0.324 0.399 0.309
H -0.250044 2.870101 0.148739 -0.315 0.126 -0.188 0.270
H -1.772197 0.902901 0.407254 0.351 -0.148 0.976 0.259
H -1.444196 -1.143373 -2.093210 0.153 -0.021 -0.042 0.318
H -2.354147 -1.236307 -0.782785 -0.274 -0.282 -0.127 0.296
H 0.034536 -1.764000 1.300239 0.365 -0.941 -0.900 0.293
H 1.693221 0.057049 1.815506 0.307 -0.024 0.042 0.296
H 1.889228 0.371571 0.097524 0.213 -0.074 -0.039 0.272
H 2.479195 -1.158516 0.809860 -0.193 -0.210 -0.158 0.341
```
Positions in Å, forces in eV/Å.

Calculated values
E_HOMO: -7.79 eV
SMILES: C=C/C(N)=C\C
orbital gap: 8.4938 eV

=====

DFT (wB97M-V/def2-TZVPD) results for a molecular structure, C10H5N4O7S4Ti.

Geometry as XYZ:
```
31
Properties=species:S:1:pos:R:3:forces:R:3:mulliken_charge:R:1
Ti -0.200890 1.597455 -0.348981 -1.449 3.191 1.942 0.467
S 2.126710 4.935655 0.943219 0.299 0.123 -0.023 0.013
C 0.838910 3.918555 0.694219 -1.265 -0.289 0.203 0.334
S 0.474410 2.724555 1.865519 0.549 0.618 0.080 -0.271
S -0.186490 4.062955 -0.681181 0.565 0.730 0.169 -0.312
S -4.604190 1.086255 0.380619 0.468 0.078 -0.129 -0.110
C -4.131890 2.521155 1.187519 0.247 -0.129 -0.146 -0.343
C -2.815490 2.772455 0.969919 -0.630 0.407 0.355 -0.506
N -2.193490 1.859155 0.172619 -1.449 -0.160 0.192 0.337
C -3.013790 0.913855 -0.205981 -0.657 -0.140 0.005 -0.107
H -4.832990 3.090855 1.762419 -0.086 0.129 0.153 0.438
H -2.260390 3.607155 1.371219 0.026 -0.072 -0.080 0.347
H -2.723990 0.091055 -0.842581 0.043 -0.010 0.042 0.321
O 3.344210 -4.763745 -0.872481 0.167 -0.438 0.093 -0.619
N 3.221110 -3.731045 -1.489481 -0.042 -0.010 0.076 1.029
O 3.853610 -3.417645 -2.471281 0.253 0.019 -0.381 -0.626
C 2.241110 -2.785345 -0.999281 -0.806 0.821 0.317 -0.306
C 1.542410 -3.077545 0.161519 0.053 -0.086 0.034 -0.385
C 0.624510 -2.172045 0.664619 0.381 0.662 -0.933 -0.591
C 0.443310 -0.908745 0.051819 0.765 -1.365 -0.448 1.474
O -0.282590 0.034455 0.560619 -0.266 -1.384 1.111 -0.463
C 1.140310 -0.677245 -1.170581 -0.158 -0.815 0.698 0.587
C 2.027810 -1.590245 -1.689181 0.030 -0.157 0.061 -0.935
N 0.983410 0.622655 -1.757481 1.845 -1.827 -1.604 0.001
O -0.362390 0.922955 -1.946381 -2.264 -0.650 -2.640 -0.466
O 1.464210 1.526355 -0.824481 3.706 1.113 0.272 -0.294
N -0.138590 -2.501045 1.846019 -0.163 -0.007 0.067 1.003
O -1.183990 -1.911645 2.014419 -0.279 -0.032 0.119 -0.568
O 0.305110 -3.357445 2.572819 0.205 -0.408 0.401 -0.610
H 1.728210 -4.007345 0.680519 -0.083 0.019 -0.009 0.610
H 2.571810 -1.386445 -2.600281 -0.006 0.069 0.005 0.551
```
Positions in Å, forces in eV/Å.

Calculated values
E_HOMO (alpha / beta): -9.14 / -9.15 eV
<S²>: 0.755
orbital gap (alpha / beta): 8.1284 / 6.0857 eV
multiplicity: 2

=====

DFT (wB97M-V/def2-TZVPD) results for 2 unconnected molecules or ions with the total composition C2H8BNO5.

Geometry as XYZ:
```
17
Properties=species:S:1:pos:R:3:forces:R:3:mulliken_charge:R:1
B 0.554034 0.739683 1.877160 0.482 2.201 0.641 0.581
C 0.219715 -1.878899 -1.164309 0.754 -0.905 1.159 -0.124
C -1.040937 0.272336 -1.337578 0.698 0.106 1.286 -0.311
N -0.741463 -0.994626 -0.747333 -0.019 0.384 2.146 -0.061
O -0.555068 1.651786 1.599539 1.438 -3.345 -1.958 -0.618
O 1.283415 1.258592 3.013708 -0.632 -0.744 -1.117 -0.571
O 1.000608 -1.558931 -2.278669 0.206 1.767 0.632 -0.503
O -1.789648 1.139742 -0.568426 1.467 0.066 2.285 -0.549
O 0.856580 -0.224773 1.031090 -0.588 -0.298 -0.487 -0.536
H -0.265684 -2.894621 -1.133855 0.233 0.602 -1.005 0.405
H 0.912774 -2.115266 -0.248806 -1.038 0.864 -0.796 0.268
H -1.786519 0.048219 -2.053997 -0.382 -0.870 -1.967 0.322
H -0.102036 0.661927 -1.771054 -0.472 0.489 -0.095 0.290
H -0.712637 2.194208 2.309261 -0.638 2.195 2.587 0.294
H 2.211415 1.013456 3.118170 -0.446 -0.311 -0.219 0.288
H 1.297660 -0.613743 -2.055753 -0.165 -1.997 -0.770 0.357
H -1.342210 1.300911 0.410852 -0.898 -0.203 -2.323 0.467
```
Positions in Å, forces in eV/Å.

Calculated values
E_HOMO (alpha / beta): -10.55 / -9.33 eV
orbital gap (alpha / beta): 8.5246 / 6.3017 eV

=====

How do the records compare in DFT total energy? In the order shown, they have -6817.4694 -97193.0502 -14606.1163 eV.
How do the records compare in molar mass? In the order shown, they have 83.13 469.31 136.90 g mol⁻¹.